Here is a gas-phase ion, C23H23FN5O3 (charge +1) in a non-equilibrium geometry from the Open Molecules 2025 dataset. Energies are from wB97M-V/def2-TZVPD.

Values from the calculation:
- charge = +1
- E_LUMO (eV) = -2.9504
- HOMO energy (Ha) = -0.402
- orbital gap (eV) = 7.99
- SMILES = Nc1nonc1C(=O)NCC[NH2+]Cc1c(OCc2ccccc2F)ccc2ccccc12
- molecular weight (g/mol) = 436.47

Geometry as XYZ:
```
55
Properties=species:S:1:pos:R:3:nbo_charge:R:1
N -1.51 -3.40 0.29 -0.791
C -0.18 -3.47 0.18 0.327
N 0.50 -4.38 -0.48 -0.156
O 1.80 -4.05 -0.37 -0.091
N 1.98 -2.96 0.34 -0.046
C 0.79 -2.54 0.72 -0.070
C 0.54 -1.34 1.49 0.686
O -0.61 -0.98 1.76 -0.669
N 1.63 -0.65 1.87 -0.577
H 2.52 -1.00 1.56 0.438
C 1.57 0.54 2.70 -0.246
H 0.96 0.32 3.59 0.218
C 1.00 1.74 1.95 -0.232
N -0.47 1.61 1.79 -0.564
H -0.68 0.54 1.82 0.476
C -1.04 2.14 0.50 -0.258
C -1.67 1.03 -0.30 -0.062
C -0.82 0.19 -1.01 0.292
C -1.33 -0.80 -1.85 -0.244
C -2.68 -0.98 -1.94 -0.145
C -3.58 -0.20 -1.20 -0.111
C -4.97 -0.41 -1.27 -0.154
C -5.84 0.35 -0.55 -0.214
C -5.34 1.36 0.30 -0.177
C -4.00 1.59 0.39 -0.240
C -3.07 0.83 -0.35 0.039
H -3.66 2.37 1.06 0.195
H -6.03 1.95 0.88 0.225
H -6.90 0.19 -0.61 0.228
H -5.34 -1.19 -1.93 0.219
H -3.08 -1.75 -2.59 0.225
H -0.67 -1.43 -2.43 0.224
O 0.52 0.38 -0.79 -0.549
C 1.46 -0.11 -1.75 -0.077
C 2.83 0.34 -1.32 -0.165
C 3.10 1.68 -1.12 0.456
C 4.35 2.14 -0.75 -0.300
C 5.37 1.22 -0.58 -0.177
C 5.13 -0.13 -0.77 -0.221
C 3.87 -0.57 -1.13 -0.179
H 3.69 -1.62 -1.28 0.232
H 5.92 -0.84 -0.63 0.231
H 6.36 1.56 -0.30 0.231
H 4.51 3.20 -0.61 0.239
F 2.10 2.59 -1.25 -0.342
H 1.43 -1.21 -1.80 0.193
H 1.21 0.29 -2.74 0.210
H -0.22 2.56 -0.08 0.248
H -1.75 2.93 0.71 0.230
H -0.96 2.02 2.58 0.425
H 1.44 1.77 0.96 0.247
H 1.23 2.67 2.48 0.227
H 2.58 0.76 3.03 0.247
H -2.07 -4.15 -0.06 0.418
H -1.91 -2.69 0.89 0.430
```

=====

Here is a molecular structure, C23H23N5Ni in a non-equilibrium geometry from the Open Molecules 2025 dataset. Energies are from wB97M-V/def2-TZVPD.

Values from the calculation:
- 2S+1 = 3
- charge = +2
- E_LUMO (spin up / spin down) (eV) = -6.8905 / -7.5051
- HOMO energy (spin up / spin down) (Ha) = -0.533 / -0.533
- orbital gap (spin up / spin down) (eV) = 7.61 / 6.99
- <S²> = 2.01
- molecular weight (g/mol) = 428.16

Geometry as XYZ:
```
52
Properties=species:S:1:pos:R:3:nbo_charge:R:1
Ni 0.44 0.39 -1.33 1.463
C -0.13 0.92 3.32 -0.645
C 0.28 1.45 1.96 0.082
C 1.63 1.65 1.57 -0.239
C 1.98 2.12 0.32 0.043
C 3.39 2.26 -0.20 -0.654
C 0.94 2.44 -0.59 -0.513
C -0.40 2.47 -0.18 0.140
C -1.41 3.10 -1.11 -0.672
C -0.69 1.88 1.07 -0.290
H 0.17 -0.14 3.37 0.225
H -1.21 1.08 3.46 0.239
H 0.43 1.41 4.12 0.252
H 2.43 1.45 2.30 0.231
H 4.12 1.72 0.43 0.235
H 3.75 3.31 -0.22 0.262
H 3.41 1.98 -1.25 0.220
H 1.23 3.02 -1.50 0.255
H -2.32 2.48 -1.21 0.232
H -0.96 3.26 -2.10 0.226
H -1.68 4.07 -0.65 0.267
H -1.71 1.86 1.40 0.233
N 2.10 -2.55 1.63 -0.489
C 2.11 -1.64 0.68 0.369
N 0.99 -1.11 0.18 -0.692
C -0.24 -1.58 0.70 0.419
N -1.37 -1.27 0.16 -0.338
N -1.24 -0.54 -0.97 -0.379
C -2.07 -0.63 -1.92 0.130
C -1.69 -0.04 -3.20 0.111
C -2.38 -0.47 -4.29 -0.187
C -1.91 -0.15 -5.55 -0.100
C -0.86 0.74 -5.63 -0.215
C -0.19 1.10 -4.45 0.093
N -0.53 0.69 -3.23 -0.559
C -0.23 -2.36 1.90 -0.104
C -1.41 -2.53 2.64 -0.149
C -1.40 -3.28 3.78 -0.186
C -0.18 -3.88 4.17 -0.130
C 0.96 -3.69 3.46 -0.228
C 0.93 -2.91 2.33 0.149
H 2.97 -2.85 2.00 0.438
H 3.08 -1.28 0.37 0.228
H -3.03 -1.21 -1.73 0.247
H -3.26 -1.09 -4.14 0.254
H -2.35 -0.50 -6.49 0.260
H -0.46 1.04 -6.57 0.256
H 0.70 1.70 -4.51 0.220
H -2.30 -1.98 2.31 0.252
H -2.23 -3.37 4.46 0.250
H -0.10 -4.41 5.14 0.252
H 1.91 -4.10 3.78 0.236
```

=====

Question: The lowest charge belongs to which entry?
Answer: C23H23FN5O3